(1)
Entry from OMol25: a 17-piece molecular cluster, C56H81F7O51 overall at a distorted geometry (wB97M-V/def2-TZVPD).

Each line ends with the Mulliken charge.
Atoms and positions in Å:
C 7.889 2.407 -0.023  -0.324
C 8.427 1.259 0.853  0.542
O 9.764 1.296 0.557  -0.368
C 10.002 1.981 -0.639  0.572
O 11.069 1.952 -1.186  -0.518
O 8.884 2.531 -1.044  -0.344
F 7.817 0.094 0.454  -0.224
H 7.850 3.297 0.605  0.349
H 6.925 2.318 -0.524  0.108
H 8.124 1.390 1.892  0.183
C 1.877 -5.799 1.827  -0.765
C 1.052 -5.199 0.722  0.911
O 0.875 -3.860 1.165  0.321
C 1.409 -3.699 2.345  0.092
O 1.493 -2.638 2.916  -0.529
O 1.803 -4.814 2.875  -0.339
F -0.176 -5.679 0.664  -0.267
H 2.945 -5.955 1.674  0.351
H 1.592 -6.798 2.159  0.328
H 1.521 -5.260 -0.260  -0.172
C -3.757 -0.801 -3.870  0.212
C -3.377 0.682 -4.090  0.804
O -4.141 1.273 -3.064  -0.032
C -5.149 0.477 -2.655  0.344
O -5.998 0.802 -1.844  -0.390
O -5.083 -0.673 -3.370  -0.337
F -3.872 1.079 -5.288  -0.375
H -3.098 -1.156 -3.078  -0.438
H -3.788 -1.447 -4.747  0.426
H -2.303 0.866 -4.082  -0.245
C 7.634 -2.939 -1.274  -0.015
C 9.114 -2.920 -0.926  0.207
O 9.427 -1.667 -1.381  -0.303
C 8.648 -1.366 -2.443  0.622
O 8.721 -0.372 -3.134  -0.564
O 7.697 -2.307 -2.520  -0.249
F 9.812 -3.816 -1.606  -0.316
H 7.002 -2.497 -0.505  -0.143
H 7.295 -3.963 -1.433  0.413
H 9.318 -2.988 0.143  0.374
C -0.637 5.388 -5.917  -0.483
C -1.511 5.362 -4.687  0.411
O -1.223 4.103 -4.095  -0.023
C -0.251 3.472 -4.752  0.473
O 0.123 2.356 -4.627  -0.482
O 0.193 4.243 -5.766  -0.438
F -2.823 5.209 -5.109  -0.332
H -0.127 6.352 -5.934  0.306
H -1.159 5.225 -6.860  0.309
H -1.390 6.195 -3.995  0.215
C -2.905 -3.713 0.730  1.579
C -2.878 -2.341 0.147  1.747
O -4.161 -2.320 -0.505  -0.421
C -4.420 -3.541 -0.955  0.425
O -5.301 -3.851 -1.708  -0.616
O -3.470 -4.337 -0.419  -0.517
F -1.820 -2.199 -0.696  -0.018
H -3.633 -3.682 1.540  -0.776
H -1.937 -4.169 0.941  -0.224
H -2.879 -1.474 0.808  -1.106
C 0.307 -0.061 5.317  0.895
C 0.674 -0.669 6.695  0.413
O -0.596 -0.693 7.347  -0.382
C -1.452 0.126 6.706  0.614
O -2.523 0.552 7.157  -0.636
O -0.939 0.508 5.565  -0.161
F 1.490 0.222 7.342  -0.365
H 0.239 -0.819 4.537  -0.636
H 1.034 0.703 5.043  -0.084
H 1.178 -1.636 6.696  0.416
C 2.238 0.082 0.622  -0.469
O 1.018 0.628 0.062  0.725
C -0.107 0.443 0.763  -0.213
O -0.353 -0.074 1.843  -0.038
O -1.090 1.043 0.106  0.035
C -1.116 1.410 -1.280  0.353
H 2.376 -0.966 0.352  0.061
H 2.232 0.107 1.711  -0.418
H 3.032 0.733 0.257  0.310
H -0.767 0.563 -1.870  -0.412
H -0.524 2.311 -1.445  0.170
H -2.127 1.658 -1.601  -0.158
C -1.281 -3.566 -3.580  -0.742
O -0.152 -2.890 -2.938  0.152
C 0.288 -1.613 -3.398  -0.010
O -0.234 -0.972 -4.343  -0.657
O 1.373 -1.349 -2.703  0.735
C 2.047 -0.101 -3.073  -0.783
H -1.097 -4.637 -3.657  0.276
H -1.374 -3.250 -4.619  0.401
H -2.196 -3.384 -3.017  -0.031
H 1.435 0.789 -3.223  -0.277
H 2.516 -0.219 -4.050  0.651
H 2.882 0.006 -2.381  0.323
C -6.827 -0.490 1.224  0.260
O -7.223 -1.855 1.259  -0.419
C -6.435 -2.767 1.887  0.594
O -5.326 -2.452 2.369  -0.364
O -6.989 -4.040 1.762  -0.396
C -6.329 -5.100 2.347  -0.465
H -6.926 -0.010 2.198  0.442
H -7.513 0.001 0.534  -0.114
H -5.861 -0.213 0.802  -0.266
H -7.173 -5.773 2.499  0.311
H -5.932 -4.715 3.286  0.184
H -5.520 -5.511 1.743  0.213
C -3.894 0.964 1.865  -0.293
O -4.489 1.605 0.749  -0.047
C -4.140 2.877 0.532  0.337
O -3.327 3.562 1.171  -0.623
O -5.004 3.419 -0.362  0.268
C -5.228 4.814 -0.590  -0.686
H -4.538 0.186 2.275  0.181
H -3.602 1.679 2.634  0.557
H -2.966 0.606 1.418  -0.347
H -5.343 5.394 0.326  0.326
H -6.057 4.911 -1.291  0.054
H -4.320 5.173 -1.074  0.220
C -10.246 1.592 -1.172  -0.596
O -9.703 2.133 -2.364  -0.395
C -8.544 2.799 -2.297  0.975
O -7.973 3.176 -1.237  -0.590
O -8.158 2.971 -3.544  -0.330
C -7.053 3.802 -3.752  -0.456
H -10.188 2.353 -0.394  0.328
H -9.753 0.641 -0.969  0.191
H -11.320 1.473 -1.320  0.250
H -7.311 4.783 -3.355  0.376
H -6.879 3.828 -4.827  0.228
H -6.138 3.515 -3.233  0.022
C 5.097 -1.079 2.227  -0.748
C 5.479 -0.451 3.543  0.677
C 4.328 0.453 3.961  1.071
O 4.079 0.065 5.281  -0.328
C 4.584 -1.144 5.497  0.616
O 4.191 -2.012 6.316  -0.616
O 5.534 -1.408 4.574  -0.397
H 5.828 -1.801 1.865  0.329
H 5.076 -0.325 1.440  0.161
H 4.157 -1.623 2.319  0.024
H 6.448 0.043 3.472  -0.051
H 3.426 0.409 3.350  -1.000
H 4.608 1.499 3.834  0.333
C -2.212 -1.984 3.744  0.328
C -2.329 -3.195 4.734  0.532
C -3.660 -3.452 5.262  -0.203
O -3.920 -4.774 4.930  -0.352
C -3.016 -5.207 4.140  0.570
O -2.984 -6.378 3.650  -0.675
O -2.055 -4.274 4.026  -0.185
H -1.215 -1.963 3.306  -0.795
H -2.519 -1.051 4.216  0.561
H -2.842 -2.124 2.865  -0.708
H -1.569 -3.113 5.511  0.252
H -4.413 -2.839 4.766  0.051
H -3.759 -3.306 6.338  0.393
C 4.997 -3.623 -4.890  -1.576
C 3.977 -3.129 -3.914  0.617
C 3.006 -4.175 -3.247  -0.140
O 3.337 -4.049 -1.901  -0.134
C 4.087 -3.017 -1.740  0.369
O 4.481 -2.630 -0.655  -0.409
O 4.630 -2.586 -2.836  -0.017
H 4.595 -4.124 -5.770  0.400
H 5.553 -4.339 -4.285  0.367
H 5.628 -2.808 -5.245  0.355
H 3.285 -2.476 -4.448  -0.069
H 3.357 -5.158 -3.561  0.434
H 1.971 -3.986 -3.534  -0.090
C 2.962 3.336 -2.131  -0.983
C 2.933 4.817 -1.697  0.798
C 3.754 5.893 -2.344  -0.472
O 2.839 6.845 -2.784  -0.340
C 1.591 6.460 -2.308  0.440
O 0.557 7.074 -2.471  -0.612
O 1.605 5.269 -1.762  -0.149
H 2.863 3.194 -3.207  0.466
H 2.156 2.823 -1.605  -0.101
H 3.892 2.841 -1.851  0.398
H 3.371 4.833 -0.699  -0.153
H 4.393 5.494 -3.132  0.341
H 4.334 6.362 -1.549  0.314
C -0.777 3.646 3.581  -1.919
C 0.073 3.511 2.290  2.566
C 0.643 4.790 1.686  -0.419
O 2.066 4.612 1.834  -0.404
C 2.368 3.364 2.181  0.394
O 3.451 2.879 2.110  -0.463
O 1.272 2.780 2.600  -0.065
H -1.084 2.711 4.049  0.170
H -1.682 4.175 3.282  0.462
H -0.197 4.220 4.304  0.524
H -0.597 3.025 1.580  -1.276
H 0.297 5.667 2.233  0.382
H 0.433 4.828 0.618  0.234

Output
HOMO-LUMO gap   10.364 eV
HOMO level   -10.49 eV
E_LUMO   -0.129 eV

(2)
Entry from OMol25: C56H84B2N12O16Pb as an isolated structure at a distorted geometry (wB97M-V/def2-TZVPD).

Each line ends with the Mulliken charge.
Atoms and positions in Å:
Pb 0.906 5.912 -0.783  1.513
O -0.353 3.723 -0.463  -0.099
C -0.508 2.568 -0.682  0.889
O 0.322 1.609 -0.400  0.038
B -0.291 0.330 -0.829  0.623
O -1.582 0.660 -1.405  -1.283
C -1.705 1.965 -1.433  0.378
O -2.545 2.577 -1.939  -0.536
O -0.466 -0.578 0.330  -0.824
C 0.157 -1.705 0.122  0.134
O 0.261 -2.594 0.832  0.220
C 0.820 -1.610 -1.259  0.214
O 0.581 -0.401 -1.741  0.005
O 1.359 -2.477 -1.801  -0.438
O -3.077 7.599 -0.820  -0.574
C -3.086 7.443 0.314  0.555
O -4.015 7.763 1.131  -0.564
B -3.611 7.468 2.522  1.244
O -2.310 6.746 2.359  -0.487
C -2.010 6.696 1.116  0.328
O -1.069 6.095 0.648  -0.696
O -3.392 8.666 3.317  -0.605
C -4.249 8.689 4.324  0.554
O -4.370 9.542 5.071  -0.497
C -4.997 7.359 4.302  0.532
O -4.601 6.698 3.216  -0.523
O -5.759 7.002 5.042  -0.457
C -3.204 3.291 3.987  -1.167
C -1.868 3.820 4.495  -0.627
C -0.633 3.114 3.902  1.476
C -0.480 1.710 4.286  0.119
N -0.383 0.642 4.657  -0.417
H -4.036 3.829 4.438  0.401
H -3.320 2.234 4.242  0.397
H -3.308 3.400 2.898  0.151
H -1.932 3.688 5.584  0.357
H -1.795 4.891 4.323  0.280
H 0.258 3.643 4.252  -0.569
H -0.665 3.169 2.808  -0.501
C 2.884 -4.930 0.514  -1.142
C 1.924 -5.979 -0.011  -0.175
C 0.609 -6.037 0.748  1.280
C 0.724 -6.515 2.124  -0.325
N 0.818 -6.870 3.217  -0.556
H 2.446 -3.925 0.517  -0.034
H 3.770 -4.866 -0.125  0.461
H 3.257 -5.120 1.525  0.466
H 2.435 -6.942 0.053  0.631
H 1.728 -5.752 -1.057  -0.325
H -0.047 -6.744 0.223  0.533
H 0.095 -5.073 0.768  -0.888
C -0.134 1.554 -4.626  -0.670
C -1.187 0.456 -4.761  -0.947
C -0.611 -0.921 -4.908  1.927
C 0.376 -1.033 -5.985  -0.143
N 1.188 -1.148 -6.802  -0.669
H 0.532 1.548 -5.493  0.612
H 0.411 1.487 -3.682  -0.333
H -0.623 2.531 -4.694  0.214
H -1.778 0.725 -5.642  0.533
H -1.865 0.503 -3.911  0.134
H -1.331 -1.722 -5.105  0.645
H -0.084 -1.220 -3.993  -1.313
C 5.302 -0.530 -3.981  -1.453
C 4.138 -1.439 -3.619  1.474
C 4.622 -2.805 -3.160  0.433
C 5.260 -2.754 -1.871  0.090
N 5.765 -2.710 -0.855  -0.517
H 4.953 0.402 -4.449  0.306
H 5.939 -0.970 -4.756  0.473
H 5.928 -0.252 -3.130  0.212
H 3.463 -1.529 -4.472  0.328
H 3.535 -0.927 -2.863  -1.318
H 5.320 -3.192 -3.908  0.620
H 3.802 -3.527 -3.150  -0.611
C 3.790 5.409 4.367  -1.319
C 3.214 4.010 4.318  0.150
C 3.487 3.334 2.982  0.179
C 2.704 3.905 1.881  -0.040
N 2.117 4.365 1.000  -0.220
H 3.214 6.120 3.765  0.317
H 4.817 5.418 3.991  0.320
H 3.825 5.795 5.383  0.391
H 2.143 3.986 4.515  -0.204
H 3.659 3.424 5.118  0.403
H 3.298 2.257 2.992  -0.315
H 4.535 3.456 2.673  0.462
C 0.988 -4.353 -4.187  -0.086
C 0.080 -5.131 -5.136  -0.543
C 0.350 -6.643 -5.097  -0.776
C 0.329 -7.134 -3.734  0.412
N 0.307 -7.535 -2.682  -0.428
H 0.920 -4.670 -3.138  -0.163
H 0.851 -3.279 -4.204  -0.271
H 2.047 -4.607 -4.388  0.403
H 0.115 -4.681 -6.130  0.453
H -0.966 -4.947 -4.831  0.162
H 1.304 -6.840 -5.587  0.339
H -0.423 -7.199 -5.631  0.385
C -3.549 5.301 -5.297  -1.335
C -3.983 4.584 -4.001  -0.248
C -3.540 5.270 -2.719  -0.277
C -2.097 5.464 -2.630  0.215
N -0.986 5.647 -2.550  -0.566
H -4.008 6.292 -5.367  0.349
H -3.885 4.740 -6.170  0.404
H -2.463 5.382 -5.386  0.343
H -3.587 3.558 -4.038  0.028
H -5.062 4.421 -4.018  0.447
H -3.814 4.695 -1.828  0.132
H -4.003 6.253 -2.565  0.661
C 5.210 2.077 -1.012  -1.640
C 3.985 1.228 -1.331  1.165
C 3.195 1.779 -2.546  1.354
C 2.607 3.091 -2.289  -0.376
N 2.159 4.084 -2.104  -0.373
H 4.986 3.146 -0.987  0.382
H 6.012 1.932 -1.745  0.325
H 5.669 1.769 -0.071  0.427
H 3.301 1.178 -0.477  -0.190
H 4.259 0.202 -1.590  -0.375
H 2.362 1.131 -2.834  -0.983
H 3.851 1.928 -3.415  0.542
C 4.265 -2.586 2.815  -1.503
C 3.368 -1.491 2.295  0.692
C 2.125 -1.228 3.138  1.872
C 2.483 -0.743 4.474  -0.205
N 2.878 -0.436 5.495  -0.635
H 3.682 -3.516 2.908  0.252
H 4.641 -2.402 3.820  0.420
H 5.055 -2.835 2.108  0.390
H 3.048 -1.682 1.261  -0.363
H 3.926 -0.550 2.176  0.226
H 1.480 -2.101 3.231  -0.967
H 1.503 -0.459 2.662  -0.139
C -0.990 -4.961 6.083  -1.350
C -0.869 -3.623 5.369  -0.724
C -0.688 -3.739 3.853  2.038
C -1.783 -4.411 3.158  0.072
N -2.604 -4.965 2.615  -0.631
H -0.181 -5.649 5.817  0.317
H -1.905 -5.486 5.790  0.323
H -0.984 -4.819 7.162  0.429
H 0.024 -3.102 5.742  0.332
H -1.702 -2.955 5.590  0.293
H 0.200 -4.311 3.570  0.152
H -0.621 -2.730 3.436  -1.094
C -2.304 -3.098 -2.450  0.027
C -2.201 -4.451 -1.783  0.180
C -3.168 -4.617 -0.637  0.768
C -4.519 -4.187 -0.955  -0.091
N -5.528 -3.787 -1.230  -0.617
H -3.287 -2.783 -2.804  0.762
H -1.616 -3.038 -3.298  -0.817
H -2.039 -2.330 -1.699  -0.124
H -1.195 -4.656 -1.411  -0.391
H -2.366 -5.256 -2.513  0.492
H -2.816 -4.044 0.235  -0.897
H -3.129 -5.626 -0.220  0.664
C -5.106 -0.175 1.257  -1.515
C -3.997 -1.204 1.216  0.157
C -2.993 -1.023 2.361  2.484
C -3.540 -1.274 3.699  -0.047
N -3.924 -1.504 4.767  -0.682
H -4.661 0.811 1.419  0.229
H -5.841 -0.407 2.017  0.387
H -5.565 -0.069 0.271  0.450
H -3.391 -1.139 0.307  -0.129
H -4.375 -2.226 1.285  0.395
H -2.592 -0.006 2.391  -0.079
H -2.132 -1.695 2.291  -1.725

Output
HOMO-LUMO gap   7.803 eV
HOMO level   -9.76 eV
E_LUMO   -1.960 eV
Relative energy (zero: lowest compared OMol25 entry of this formula, charge and spin)   0.0 kcal/mol